Density functional theory data (ωB97M-V with the def2-TZVPD basis set) for a structure of composition C27H82N20O15 in a non-equilibrium geometry.

The geometry in XYZ format:
```
144
Properties=species:S:1:pos:R:3:mulliken_charge:R:1
O -3.387 24.589 -11.908 -0.742
C -9.398 25.933 -12.183 -3.267
C -8.436 30.537 -12.573 -0.105
H -10.477 28.167 -16.160 0.206
O -5.924 25.899 -15.095 -0.949
H -2.876 22.057 -3.673 0.472
H -7.701 23.570 -11.391 0.707
N -7.417 20.569 -14.263 -0.404
H -12.207 27.081 -13.400 0.146
H -8.460 26.733 -8.731 0.132
H -7.537 26.207 -7.413 0.510
N -7.463 30.573 -11.703 -0.073
H -9.734 26.239 -13.173 0.826
C -7.122 23.631 -10.469 -2.518
H -7.765 23.441 -9.610 1.665
C -6.969 26.646 -12.825 0.194
H -7.249 26.874 -13.853 -0.738
H -5.280 23.268 -7.821 0.229
H -10.054 28.990 -14.656 0.137
O -8.965 28.134 -8.948 -0.577
N -4.531 23.272 -12.995 -0.557
O -11.826 23.807 -9.107 -0.791
O -12.561 29.512 -11.619 -0.737
C -12.041 28.572 -12.176 0.317
O -8.450 22.486 -14.185 -0.641
N -4.873 29.303 -10.472 0.041
O -8.615 26.049 -9.387 -0.395
H -4.510 25.038 -4.435 0.331
H -4.972 30.201 -10.020 0.297
C -5.817 25.019 -8.955 -2.008
C -3.570 25.510 -4.722 -0.857
N -10.730 25.743 -8.903 -0.269
O -2.329 22.630 -7.556 -0.515
H -7.437 28.724 -11.281 0.239
H -4.700 29.343 -11.467 0.363
H -3.466 26.333 -4.014 0.464
H -4.831 26.089 -11.117 -1.079
H -1.416 25.195 -4.595 0.390
H -6.562 28.182 -6.914 0.117
H -10.554 27.375 -12.644 -0.495
H -4.707 24.470 -11.422 1.227
H -10.209 29.731 -9.516 0.491
H -5.298 25.964 -8.799 1.423
H -9.916 26.337 -8.970 -0.160
H -7.739 30.232 -10.793 0.348
H -6.841 25.634 -15.169 0.114
H -3.300 25.540 -11.977 0.209
C -7.706 21.761 -13.692 0.438
H -3.792 26.080 -8.850 -0.518
H -3.302 24.422 -9.268 0.232
H -13.636 27.620 -12.400 0.250
H -2.390 24.439 -3.394 0.482
H -9.595 29.825 -11.159 0.531
C -8.626 27.902 -15.423 0.488
N -9.706 24.091 -9.849 0.158
N -8.415 27.079 -16.391 -0.346
N -3.934 26.707 -13.873 0.014
H -6.262 21.400 -12.452 0.403
C -6.094 25.391 -12.732 2.534
N -2.520 23.710 -6.713 0.323
O -4.501 27.888 -8.822 -0.902
N -3.988 27.425 -10.888 -0.203
H -6.861 19.855 -13.815 0.114
H -8.142 24.819 -7.403 0.546
H -5.309 25.382 -13.488 -2.203
H -8.829 29.109 -9.536 0.682
O -8.351 25.737 -7.229 -0.613
N -5.700 27.886 -14.151 0.529
N -10.793 28.248 -12.195 0.436
N -6.830 27.763 -9.139 1.746
C -3.242 25.203 -8.510 -1.317
H -10.060 28.757 -11.721 -1.050
H -7.918 20.151 -15.035 0.253
H -0.137 23.382 -5.732 0.429
C -3.189 22.277 -4.694 -1.729
N -7.413 28.511 -7.346 -0.155
H -3.013 21.315 -5.176 0.474
O -9.444 29.605 -10.077 -0.389
H -8.811 28.631 -12.318 0.712
C -4.647 27.702 -13.453 -0.542
C -2.330 23.368 -5.307 1.397
H -6.659 31.153 -11.897 0.353
C -4.907 23.403 -14.240 0.550
H -3.987 23.926 -12.452 -0.040
H -9.195 24.863 -12.232 -0.264
H -8.101 29.003 -6.793 0.351
H -7.302 22.758 -12.009 -2.409
H -6.231 27.413 -12.591 -0.440
C -8.370 28.181 -11.429 -3.292
C -6.603 25.093 -10.278 0.385
H -3.061 22.051 -7.331 0.394
H -5.913 27.724 -8.717 -0.491
H -5.365 23.734 -6.142 0.363
H -6.028 27.255 -14.868 0.894
O -7.966 28.052 -14.449 -0.299
C -7.858 28.125 -8.500 -1.251
C -5.470 25.248 -11.388 0.815
C -8.115 26.716 -11.685 1.396
H -6.483 25.064 -8.093 -1.366
C -2.340 24.632 -4.465 -1.182
H -6.065 28.814 -13.990 0.150
H -9.664 23.227 -10.370 0.220
H -4.252 26.146 -14.650 0.569
C -4.499 28.175 -9.980 0.151
C -10.840 24.502 -9.344 0.274
H -3.741 24.922 -14.058 0.369
H -0.627 22.577 -4.135 0.436
H -4.053 27.646 -11.871 0.361
N -9.674 30.223 -12.084 -0.207
H -7.704 26.371 -16.278 0.255
O -5.666 22.591 -14.828 -0.689
N -7.085 21.967 -12.598 -0.155
H -11.551 26.263 -8.630 0.197
H -5.464 25.102 -14.833 0.094
C -5.043 24.074 -7.126 -0.933
C -3.566 24.616 -7.129 1.133
H -6.190 23.072 -10.558 1.141
H -6.793 27.301 -10.036 0.349
O -4.307 28.432 -12.614 -0.555
H -3.529 26.596 -10.538 0.810
C -0.845 22.756 -5.188 -1.794
H -6.623 24.447 -12.860 -0.397
N -12.662 27.607 -12.668 -0.335
H -5.083 24.248 -8.718 1.760
H -10.511 30.408 -12.617 0.355
O -8.284 31.018 -13.674 -0.776
H -4.246 22.533 -4.773 0.270
H -8.958 24.750 -10.008 -0.425
H -3.145 26.483 -13.284 0.408
H -10.187 25.973 -11.431 1.034
H -0.880 21.731 -5.555 0.363
H -2.243 25.639 -8.539 1.062
H -4.472 26.331 -6.343 -0.451
H -2.666 26.534 -6.521 0.464
H -5.820 24.677 -7.594 -0.189
C -3.490 25.862 -6.282 -0.562
N -7.576 26.233 -10.379 0.329
H -4.326 24.585 -15.655 0.595
H -2.538 24.249 -12.193 0.722
N -9.796 28.453 -15.471 -0.477
H -9.041 27.090 -17.183 0.188
N -4.449 24.518 -14.654 0.249
H -9.060 28.300 -10.594 2.151
H -4.731 22.345 -12.645 0.098
```

Computed properties:
HOMO-LUMO gap   6.692 eV
Highest occupied orbital energy   -7.641 eV
Total charge   0
Multiplicity   1
Energy relative to the best compared isomer or geometry (same formula, charge and spin)   4196.1 kJ/mol